Record 1
DFT (ωB97M-V/def2-TZVPD) results for C7H9N2O2 as an isolated structure in a non-equilibrium geometry.

Structure (XYZ):
```
20
Properties=species:S:1:pos:R:3:forces:R:3:nbo_charge:R:1
C -3.972 0.927 0.434 0.5 0.5 1.6 0.3573
C -0.301 0.510 -0.275 1.2 -0.5 0.7 -0.3081
C -3.062 -1.393 0.479 1.0 -2.0 0.2 0.8685
C -1.447 0.751 -0.536 -4.0 1.9 -1.0 0.3461
C 1.001 -0.550 1.536 0.1 1.6 1.4 -0.6006
C 1.735 -0.790 -0.897 -0.3 0.0 -1.7 -0.6051
C 1.044 0.132 0.194 -0.8 -0.2 -2.9 -0.2611
N -3.659 -0.411 0.716 0.2 -0.3 0.3 -0.5394
N -5.184 1.067 0.043 -0.4 -0.3 -0.1 -0.8423
O -2.539 -2.465 0.409 -0.4 0.9 -0.2 -0.6073
O -2.672 1.157 -0.829 3.1 -0.7 -0.9 -0.7064
H -3.299 1.602 1.060 -1.5 -0.5 -0.3 0.1536
H 1.780 -1.275 1.604 0.9 -0.3 0.5 0.1923
H 0.106 -1.044 1.868 -0.8 -0.4 -0.8 0.2284
H 1.056 0.260 2.306 0.6 -0.7 -0.3 0.2006
H 1.153 -1.678 -1.311 0.4 0.8 1.5 0.2177
H 2.709 -1.060 -0.526 0.4 -0.7 0.3 0.1794
H 1.992 -0.347 -1.912 -0.5 0.5 1.3 0.2021
H 1.602 1.091 0.189 0.2 -0.7 0.5 0.2024
H -5.627 1.900 0.356 0.1 1.2 -0.2 0.3218
```
Forces are in eV/Å.

The value obtained for the LUMO energy is 3.68 eV. The calculated total energy comes out at -14477.5381 eV. The net charge is -1. For the max |F|, the calculation gives 4.50 eV/Å.

Record 2
DFT (ωB97M-V/def2-TZVPD) results for a 7-piece molecular cluster, C28H67N2O26P7 overall in a non-equilibrium geometry.

Structure (XYZ):
```
130
Properties=species:S:1:pos:R:3:forces:R:3:lowdin_charge:R:1
C 6.306 -3.346 -2.512 0.2 0.0 -0.2 0.0038
C 5.209 -3.019 -1.833 -0.3 0.2 0.3 -0.1551
C 4.691 -1.615 -1.594 0.5 -0.3 1.7 -0.1657
C 4.163 -0.930 -2.867 -0.5 -1.0 -1.1 -0.4542
C 3.231 -1.916 -3.507 0.6 0.1 0.2 -0.2640
N 2.593 -2.730 -4.005 -0.2 0.1 0.1 0.2066
P 3.079 0.532 -2.408 -0.5 0.0 1.3 0.7873
O 3.409 1.023 -1.056 0.5 0.4 0.2 -0.4140
C 5.240 -0.600 -3.939 -0.9 1.2 -1.4 -0.2601
C 4.503 -0.378 -5.228 -0.1 0.2 0.2 -0.1908
N 3.854 -0.100 -6.138 0.4 -0.2 0.3 0.2011
C 6.038 0.693 -3.689 1.7 -1.4 1.7 -0.0969
C 7.054 0.441 -2.530 0.0 1.4 -0.5 -0.3200
C 7.968 1.662 -2.183 -2.2 -3.7 -1.3 -0.0316
O 6.851 1.180 -1.372 0.8 0.5 -0.1 -0.0454
H 6.269 -4.214 -3.162 0.7 -0.7 0.9 0.0704
H 7.219 -2.761 -2.441 -0.3 0.5 -1.0 0.0563
H 4.653 -3.833 -1.372 -0.9 0.0 -1.1 0.1114
H 3.844 -1.694 -0.908 0.1 0.1 0.0 0.1201
H 5.429 -1.018 -1.052 -0.1 0.4 -0.3 0.1205
H 1.765 0.009 -2.355 0.2 -0.1 -0.8 0.0537
H 3.132 1.538 -3.397 0.0 -0.5 -0.3 0.0452
H 5.927 -1.425 -4.129 -0.1 -0.2 0.4 0.1364
H 5.440 1.547 -3.379 -0.1 0.1 -0.4 0.1142
H 6.701 0.891 -4.530 -0.6 0.2 -0.4 0.1301
H 7.492 -0.551 -2.463 -0.2 0.0 0.3 0.1243
H 7.700 2.232 -3.061 0.6 1.5 0.7 0.1034
H 8.912 1.181 -1.980 0.5 1.0 0.4 0.1075
C 5.440 -2.805 -9.246 0.4 -0.3 0.2 -0.1207
O 4.694 -2.258 -10.327 -2.2 0.8 -2.5 -0.2946
P 5.508 -1.210 -11.336 6.2 1.0 3.8 0.5981
O 6.833 -1.893 -11.450 -1.0 -0.2 -0.6 -0.2555
O 5.515 -0.010 -10.241 -0.6 0.0 -0.5 -0.2584
C 4.286 0.334 -9.574 0.2 0.0 0.1 -0.1036
O 5.676 -0.090 -12.570 -3.1 -1.6 -0.1 -0.2263
C 5.592 -0.603 -13.909 0.2 -0.1 -0.2 -0.1200
H 4.719 -3.170 -8.514 -0.2 0.1 -0.1 0.0926
H 6.043 -3.642 -9.593 0.1 0.1 0.0 0.0853
H 6.074 -2.052 -8.780 0.0 0.0 -0.1 0.0868
H 4.323 -0.035 -8.551 -0.1 0.0 0.0 0.0406
H 3.417 -0.091 -10.076 0.0 0.0 0.1 0.0826
H 4.190 1.418 -9.558 0.1 0.0 -0.1 0.0880
H 4.634 -1.097 -14.073 0.0 0.0 -0.1 0.0805
H 6.406 -1.303 -14.102 0.0 0.0 0.1 0.0827
H 5.674 0.237 -14.595 0.0 0.1 0.1 0.0853
C -0.516 5.207 -4.592 0.1 -0.2 -0.5 -0.1154
O -0.140 5.424 -3.234 1.2 1.0 3.0 -0.2911
P -0.262 4.116 -2.215 -3.6 -4.8 -4.3 0.6150
O 0.238 3.015 -3.100 0.6 0.8 0.7 -0.2643
O -1.890 4.174 -2.170 0.3 0.5 0.5 -0.2586
C -2.535 5.430 -1.909 -0.1 -0.1 -0.1 -0.1004
O -0.251 3.311 -0.753 1.7 3.5 0.0 -0.2782
C 1.058 3.087 -0.185 0.2 -0.3 0.0 -0.0864
H -0.710 6.186 -5.030 0.0 0.1 0.2 0.0929
H 0.300 4.735 -5.135 -0.1 -0.1 0.1 0.0866
H -1.417 4.598 -4.663 0.1 -0.1 0.1 0.0896
H -2.966 5.809 -2.835 0.0 0.1 0.0 0.0869
H -1.844 6.172 -1.510 -0.1 0.0 0.0 0.0844
H -3.333 5.266 -1.187 0.0 -0.1 0.0 0.0851
H 1.577 4.031 -0.026 0.0 0.0 0.1 0.0895
H 1.632 2.452 -0.852 0.1 0.0 0.1 0.0336
H 0.935 2.589 0.775 -0.2 0.0 -0.1 0.0977
C -4.871 2.638 3.342 -0.1 0.0 0.6 -0.1198
O -4.981 2.058 2.047 -0.8 -1.0 -3.2 -0.2939
P -4.122 0.652 1.798 4.1 -0.2 6.1 0.6025
O -4.349 -0.056 3.097 -0.7 0.1 -0.9 -0.2610
O -2.692 1.417 1.742 -0.4 0.0 -0.6 -0.2518
C -2.554 2.582 0.905 0.2 -0.2 0.1 -0.0896
O -3.475 -0.615 0.914 -2.4 1.7 -1.8 -0.2214
C -4.391 -1.639 0.494 -0.1 -0.3 0.0 -0.1101
H -5.180 3.680 3.263 0.0 -0.1 -0.3 0.0960
H -5.538 2.131 4.036 0.1 -0.1 0.0 0.0872
H -3.845 2.600 3.709 0.0 -0.1 0.0 0.0783
H -2.529 3.472 1.537 -0.1 0.0 0.0 0.0953
H -3.374 2.674 0.193 0.0 0.1 0.0 0.0844
H -1.617 2.511 0.352 -0.5 -0.2 0.3 0.0601
H -5.184 -1.212 -0.120 0.0 -0.1 -0.1 0.0824
H -4.823 -2.146 1.357 0.0 0.1 0.1 0.0842
H -3.837 -2.363 -0.101 0.1 0.1 0.0 0.0745
C -3.216 2.898 7.256 -0.5 -0.3 -0.2 -0.1076
O -2.463 3.877 7.965 1.8 1.9 2.2 -0.2901
P -2.529 5.430 7.372 -3.4 -1.2 -6.3 0.6007
O -3.973 5.538 7.004 0.5 0.1 1.0 -0.2551
O -1.582 5.083 6.093 0.4 0.2 0.6 -0.2588
C -0.352 4.376 6.311 0.0 0.0 -0.2 -0.1050
O -2.098 7.043 7.253 1.2 -1.5 2.9 -0.2256
C -2.571 7.905 8.302 -0.2 0.2 0.0 -0.1178
H -2.824 1.917 7.526 0.2 0.2 0.2 0.0897
H -4.261 2.946 7.553 0.0 0.1 -0.1 0.0890
H -3.124 3.028 6.178 0.0 0.1 0.0 0.0767
H -0.467 3.347 5.971 0.0 0.0 0.1 0.0872
H -0.059 4.372 7.360 0.0 -0.1 0.0 0.0823
H 0.432 4.857 5.728 -0.1 0.1 0.0 0.0869
H -2.211 7.563 9.272 0.0 0.1 0.0 0.0813
H -3.660 7.942 8.303 0.0 -0.1 0.0 0.0830
H -2.181 8.903 8.116 0.1 -0.1 -0.1 0.0858
C -4.241 -3.180 12.468 0.3 -0.3 0.3 -0.1209
O -4.662 -2.823 11.155 -1.5 0.4 -3.1 -0.2963
P -3.559 -1.987 10.227 5.2 1.5 5.0 0.5997
O -2.291 -2.696 10.580 -0.9 -0.3 -0.8 -0.2512
O -3.744 -0.608 11.074 -0.6 -0.1 -0.6 -0.2574
C -5.070 -0.126 11.336 0.2 0.1 0.1 -0.1080
O -3.022 -1.107 8.910 -3.1 -1.5 -0.6 -0.2304
C -2.814 -1.864 7.701 0.3 -0.1 -0.2 -0.1096
H -5.142 -3.396 13.044 -0.1 0.1 -0.2 0.0913
H -3.624 -4.075 12.432 0.1 0.1 0.0 0.0865
H -3.697 -2.366 12.946 0.1 0.0 -0.1 0.0890
H -5.315 -0.307 12.383 -0.1 0.0 0.0 0.0853
H -5.816 -0.612 10.709 0.0 0.0 0.0 0.0818
H -5.092 0.945 11.146 0.1 0.0 0.0 0.0867
H -3.734 -2.361 7.396 0.0 0.0 -0.1 0.0831
H -2.025 -2.603 7.846 0.0 0.0 0.1 0.0835
H -2.514 -1.171 6.919 -0.1 0.1 0.1 0.0848
C -2.707 -9.106 -1.624 0.5 -0.3 0.1 -0.1185
O -3.441 -8.035 -2.210 -2.0 2.1 -1.8 -0.2964
P -2.996 -6.496 -1.754 4.7 -1.5 5.6 0.6010
O -1.508 -6.625 -1.721 -0.8 0.2 -0.9 -0.2470
O -3.655 -6.639 -0.271 -0.6 0.2 -0.5 -0.2567
C -4.996 -7.134 -0.151 0.1 0.0 0.2 -0.1080
O -3.125 -4.830 -1.649 -2.1 -1.3 -2.4 -0.2352
C -2.782 -4.103 -2.844 0.3 0.2 -0.1 -0.1125
H -3.311 -10.007 -1.739 -0.2 0.2 -0.1 0.0917
H -1.764 -9.245 -2.148 0.1 0.1 0.1 0.0870
H -2.525 -8.930 -0.564 0.1 0.1 0.0 0.0895
H -4.968 -8.157 0.223 0.0 0.0 -0.1 0.0860
H -5.527 -7.119 -1.103 0.0 0.0 0.0 0.0813
H -5.533 -6.510 0.562 0.1 0.0 0.0 0.0868
H -3.410 -4.414 -3.678 0.0 0.1 0.0 0.0817
H -1.732 -4.256 -3.095 0.0 -0.1 0.0 0.0861
H -2.951 -3.045 -2.654 -0.1 -0.1 0.1 0.0806
```
Forces are in eV/Å.

The value obtained for the LUMO energy is -1.44 eV. The calculated total energy comes out at -151350.3300 eV. The structure (SMILES) is C=CC[C@@](C#N)([PH2]=O)[C@@H](C#N)C[C@H]1CO1.COP(=O)(OC)OC.COP(=O)(OC)OC.COP(=O)(OC)OC.COP(=O)(OC)OC.COP(=O)(OC)OC.COP(=O)(OC)OC. For the max |F|, the calculation gives 7.41 eV/Å.

Record 3
DFT (ωB97M-V/def2-TZVPD) results for C9H18CaF9O15S3 as an isolated structure in a non-equilibrium geometry.

Structure (XYZ):
```
55
Properties=species:S:1:pos:R:3:forces:R:3:nbo_charge:R:1
Ca -0.472 0.298 -0.232 0.7 -1.5 -0.8 1.8035
C -0.360 -4.029 2.014 -0.5 0.7 -1.3 0.7192
F 0.111 -5.275 2.045 -0.6 0.0 0.2 -0.3185
F -1.442 -3.903 2.853 0.7 -0.4 -0.6 -0.3532
F 0.592 -3.245 2.481 0.5 0.6 0.6 -0.3258
S -0.741 -3.484 0.196 1.6 0.0 -2.4 2.3099
O 0.382 -3.973 -0.612 -1.3 0.4 2.0 -0.9192
O -2.000 -4.121 -0.107 -0.4 0.2 0.7 -0.9840
O -0.790 -1.990 0.204 -0.5 -1.2 1.4 -1.0899
C 3.954 -1.220 1.080 -0.8 -0.2 -1.1 0.7203
F 4.142 -0.051 1.746 -0.2 -0.3 -0.4 -0.3541
F 5.173 -1.673 0.781 -0.2 -0.3 0.3 -0.3228
F 3.338 -2.072 1.939 0.6 0.4 -0.5 -0.3341
S 2.969 -1.026 -0.605 -0.2 1.0 -1.5 2.3198
O 3.849 -0.160 -1.375 0.1 0.0 1.0 -0.9906
O 2.761 -2.305 -1.232 0.2 0.5 1.7 -0.8813
O 1.739 -0.284 -0.194 1.0 -0.7 0.6 -1.1098
C -1.409 -1.473 -4.766 2.7 0.3 1.0 0.7320
F -2.098 -2.516 -4.378 -0.7 -0.3 0.1 -0.3050
F -0.979 -1.680 -6.017 -0.2 0.1 -0.1 -0.3297
F -2.179 -0.379 -4.765 -0.6 0.3 -0.1 -0.3534
S 0.124 -1.211 -3.576 1.7 -2.1 1.5 2.2982
O -0.489 -0.964 -2.259 -0.7 1.3 -1.1 -1.0749
O 0.839 -2.471 -3.496 -1.1 0.6 -1.4 -0.9277
O 0.933 -0.127 -4.118 -1.2 0.5 -0.2 -1.0021
C -3.541 1.439 -0.884 0.1 1.4 -0.4 -0.0843
C -3.848 0.777 0.438 -1.0 -1.1 -1.3 -0.0938
O -2.645 0.636 1.142 0.2 0.2 0.4 -0.7451
O -2.475 0.833 -1.610 -0.2 -0.2 1.1 -0.7492
H -3.231 2.464 -0.650 -0.1 0.2 -0.1 0.1527
H -4.402 1.487 -1.552 -0.3 0.0 0.4 0.1870
H -4.330 -0.177 0.195 0.5 -0.4 0.2 0.1869
H -4.629 1.292 1.005 0.3 0.6 -0.1 0.1709
H -2.825 0.113 1.929 0.3 -0.2 -0.1 0.4966
H -2.583 1.007 -2.548 0.2 -0.3 -0.1 0.5099
C 0.375 3.326 -1.644 -0.1 -1.3 -0.2 -0.0872
C 0.364 3.744 -0.188 0.3 0.1 -0.2 -0.0901
O -0.326 2.702 0.517 -0.5 0.9 -0.1 -0.7605
O 0.723 1.946 -1.778 0.4 0.5 0.6 -0.7643
H 1.000 3.963 -2.269 -0.1 0.1 0.1 0.1923
H -0.667 3.298 -1.975 -0.1 1.0 -0.1 0.1682
H -0.112 4.729 -0.178 -0.7 -0.2 0.2 0.1694
H 1.295 3.939 0.349 0.5 -0.5 -0.6 0.1820
H -0.783 3.125 1.250 -0.1 -0.4 0.2 0.4896
H 1.177 1.772 -2.612 0.0 -0.5 0.0 0.5321
C 1.092 1.120 2.648 1.5 -0.4 0.5 -0.0912
C 2.061 0.381 3.595 -0.3 -0.5 -1.3 -0.1168
O 1.445 0.248 4.860 0.3 0.5 0.5 -0.7190
O 0.045 0.306 2.159 -0.2 0.3 0.7 -0.7471
H 1.658 1.513 1.805 -0.2 0.1 -0.1 0.2128
H 0.686 1.897 3.306 -0.1 0.5 -0.4 0.1360
H 3.017 0.911 3.589 -0.1 0.2 0.5 0.1728
H 2.311 -0.622 3.252 -0.4 0.1 -0.1 0.2229
H 1.629 1.098 5.274 -0.3 -0.2 0.5 0.4555
H -0.425 0.069 2.966 -0.2 -0.5 -0.3 0.4841
```
Forces are in eV/Å.

The value obtained for the LUMO energy is 1.21 eV. The calculated total energy comes out at -115744.3495 eV. The net charge is -1. For the max |F|, the calculation gives 3.12 eV/Å.

Record 4
DFT (ωB97M-V/def2-TZVPD) results for one molecule with the formula C24H28N4O5S in a non-equilibrium geometry.

Structure (XYZ):
```
62
Properties=species:S:1:pos:R:3:forces:R:3:nbo_charge:R:1
C -8.504 -0.918 1.973 0.2 0.2 -0.3 -0.6337
C -8.490 -0.237 0.611 -0.5 0.1 0.3 -0.0728
H -9.070 -0.806 -0.119 0.1 0.1 0.1 0.1866
H -8.888 0.779 0.695 0.0 -0.2 -0.1 0.1990
O -7.173 -0.176 0.071 0.3 -0.1 -0.2 -0.5123
C -6.394 0.837 0.489 -0.2 0.2 0.2 0.7891
O -6.768 1.685 1.265 0.0 -0.1 0.0 -0.6092
C -5.047 0.800 -0.118 0.2 0.0 -0.1 -0.2025
C -4.655 -0.206 -0.998 -0.1 0.3 0.2 -0.1357
C -3.390 -0.205 -1.548 0.2 -0.1 -0.2 -0.2879
C -2.491 0.810 -1.222 -0.4 -0.2 0.1 0.2630
C -2.879 1.818 -0.336 0.1 -0.1 -0.1 -0.2723
C -4.143 1.811 0.210 -0.2 -0.1 0.0 -0.1344
H -4.457 2.582 0.897 0.0 0.1 0.0 0.2363
H -2.172 2.593 -0.079 0.1 0.1 0.1 0.2197
N -1.201 0.882 -1.744 0.0 0.3 0.1 -0.6445
C -0.542 -0.023 -2.509 0.3 0.1 -0.3 0.6588
O -1.016 -1.035 -2.981 0.0 -0.2 -0.1 -0.6005
C 0.923 0.372 -2.739 -0.3 0.2 -0.3 -0.3021
N 1.753 0.309 -1.551 -0.1 0.7 0.7 -0.7103
C 2.130 -0.957 -1.026 0.5 -0.6 0.1 0.1647
C 3.486 -1.234 -0.917 -0.1 -0.1 -0.1 -0.2200
C 3.908 -2.419 -0.342 0.0 0.0 0.0 -0.2244
C 2.990 -3.347 0.131 0.0 0.1 0.0 0.0063
C 1.634 -3.059 0.012 0.0 0.0 0.0 -0.2049
C 1.201 -1.876 -0.555 0.0 0.0 0.0 -0.2088
H 0.147 -1.663 -0.626 -0.1 0.0 0.0 0.2338
H 0.908 -3.771 0.375 -0.1 -0.1 0.0 0.2145
C 3.435 -4.636 0.751 0.0 0.0 0.0 -0.6324
H 2.961 -4.778 1.720 0.0 -0.1 0.1 0.2213
H 3.149 -5.474 0.117 0.0 -0.1 0.0 0.2252
H 4.514 -4.657 0.881 0.1 0.0 0.0 0.2139
H 4.967 -2.625 -0.266 0.1 0.0 0.0 0.2106
H 4.203 -0.518 -1.289 0.1 0.1 0.0 0.2252
S 1.477 1.416 -0.322 0.8 -0.1 0.4 2.3393
O 0.971 2.611 -0.951 0.2 0.1 -0.2 -0.9593
O 0.670 0.849 0.723 0.2 0.0 -0.1 -0.9371
C 3.108 1.660 0.263 -0.4 -0.1 0.1 -0.5045
C 3.700 1.097 1.385 -0.1 0.0 0.1 0.2524
N 4.982 1.513 1.367 -1.0 -0.3 -0.1 -0.1605
N 5.247 2.293 0.314 0.4 0.6 -0.7 -0.2734
C 4.129 2.395 -0.378 0.0 -0.1 0.2 0.1889
C 4.018 3.160 -1.643 0.1 0.1 0.0 -0.6524
H 4.828 3.881 -1.711 0.0 0.0 -0.1 0.2355
H 4.079 2.481 -2.493 0.0 0.0 -0.1 0.2243
H 3.056 3.664 -1.681 0.0 0.1 -0.1 0.2447
C 6.011 1.208 2.317 0.3 -0.1 0.3 -0.4102
H 6.925 1.685 1.973 -0.1 0.0 0.0 0.2420
H 6.162 0.129 2.384 0.0 0.0 0.0 0.2084
H 5.751 1.591 3.306 0.0 0.0 0.0 0.2094
C 3.146 0.205 2.427 0.0 -0.1 0.1 -0.6745
H 3.330 0.611 3.421 0.0 0.0 0.1 0.2275
H 3.609 -0.781 2.367 0.0 -0.1 0.0 0.2319
H 2.076 0.103 2.270 0.0 -0.1 0.1 0.2735
H 1.351 -0.297 -3.489 -0.1 0.1 0.2 0.2395
H 0.970 1.405 -3.094 -0.1 -0.1 -0.1 0.2374
H -0.663 1.682 -1.422 -0.2 -0.1 -0.2 0.4267
H -3.089 -0.983 -2.230 0.0 0.0 0.0 0.2552
H -5.352 -0.990 -1.251 0.0 -0.1 0.0 0.2292
H -7.932 -0.329 2.685 0.0 0.0 0.1 0.2239
H -8.064 -1.910 1.902 0.0 -0.1 0.0 0.2086
H -9.527 -1.005 2.328 -0.1 0.0 0.1 0.2142
```
Forces are in eV/Å.

The value obtained for the LUMO energy is 0.51 eV. The calculated total energy comes out at -52376.5150 eV. The structure (SMILES) is CCOC(=O)c1ccc(NC(=O)CN(c2ccc(C)cc2)S(=O)(=O)c2c(C)nn(C)c2C)cc1. For the max |F|, the calculation gives 1.04 eV/Å.

Among the records above, which one has the highest calculated total energy? C7H9N2O2

What is the LUMO in the second record? -1.44 eV

Copy entry 1 word for word.
DFT (ωB97M-V/def2-TZVPD) results for C7H9N2O2 as an isolated structure in a non-equilibrium geometry.

Structure (XYZ):
```
20
Properties=species:S:1:pos:R:3:forces:R:3:nbo_charge:R:1
C -3.972 0.927 0.434 0.5 0.5 1.6 0.3573
C -0.301 0.510 -0.275 1.2 -0.5 0.7 -0.3081
C -3.062 -1.393 0.479 1.0 -2.0 0.2 0.8685
C -1.447 0.751 -0.536 -4.0 1.9 -1.0 0.3461
C 1.001 -0.550 1.536 0.1 1.6 1.4 -0.6006
C 1.735 -0.790 -0.897 -0.3 0.0 -1.7 -0.6051
C 1.044 0.132 0.194 -0.8 -0.2 -2.9 -0.2611
N -3.659 -0.411 0.716 0.2 -0.3 0.3 -0.5394
N -5.184 1.067 0.043 -0.4 -0.3 -0.1 -0.8423
O -2.539 -2.465 0.409 -0.4 0.9 -0.2 -0.6073
O -2.672 1.157 -0.829 3.1 -0.7 -0.9 -0.7064
H -3.299 1.602 1.060 -1.5 -0.5 -0.3 0.1536
H 1.780 -1.275 1.604 0.9 -0.3 0.5 0.1923
H 0.106 -1.044 1.868 -0.8 -0.4 -0.8 0.2284
H 1.056 0.260 2.306 0.6 -0.7 -0.3 0.2006
H 1.153 -1.678 -1.311 0.4 0.8 1.5 0.2177
H 2.709 -1.060 -0.526 0.4 -0.7 0.3 0.1794
H 1.992 -0.347 -1.912 -0.5 0.5 1.3 0.2021
H 1.602 1.091 0.189 0.2 -0.7 0.5 0.2024
H -5.627 1.900 0.356 0.1 1.2 -0.2 0.3218
```
Forces are in eV/Å.

The value obtained for the LUMO energy is 3.68 eV. The calculated total energy comes out at -14477.5381 eV. The net charge is -1. For the max |F|, the calculation gives 4.50 eV/Å.